C26H51Cl3N2O6PPbSi as an isolated structure. Source: OMol25; level of theory: the ωB97M-V functional and the def2-TZVPD basis.

HOMO level: -5.246 eV
F_max: 3.533 eV/A
Kohn-Sham gap: 0.278 Ha
total charge: -1
LUMO level: 0.0853 hartree
energy relative to the best compared isomer or geometry (same formula, charge and spin): 0.0 kcal/mol

XYZ file:
```
91
Properties=species:S:1:pos:R:3:lowdin_charge:R:1
H -2.044 1.679 -3.256 0.02
C 5.226 -4.907 -0.967 -0.09
H -0.829 -0.019 -0.625 -0.07
C 2.897 0.878 2.933 -0.38
H -5.083 -0.855 -0.265 0.14
H 5.275 2.246 0.719 0.07
H 5.538 -4.338 1.086 0.10
H 0.087 1.854 4.358 0.08
C -6.520 3.120 -1.798 -0.07
C -7.258 0.945 2.995 -0.11
Cl 0.883 -1.121 1.387 -0.16
H -3.631 3.663 -0.990 0.01
O -3.450 0.393 0.063 -0.20
H -2.516 0.025 -2.864 0.02
H 5.867 1.078 -1.611 0.11
Cl -2.371 -2.543 2.200 -0.20
H -5.556 -1.688 2.443 0.10
C -6.266 0.329 -1.937 -0.04
H -1.868 3.731 -0.998 0.04
H 3.910 -3.964 0.471 0.10
H -7.990 1.751 3.039 0.07
H -1.323 -0.796 -4.791 0.07
H -7.648 0.395 -3.583 0.10
H 6.707 1.400 1.348 0.06
H 7.223 -1.324 3.262 0.11
H 1.843 1.256 -3.882 0.09
C -0.674 1.032 -0.261 -0.20
H 1.558 0.598 5.907 0.08
C 4.982 -3.989 0.208 -0.32
O 5.734 -1.066 1.892 -0.36
O 2.889 1.513 1.878 -0.04
H -3.917 -1.071 2.174 -0.08
H 6.993 0.064 -0.627 0.09
C -5.477 0.209 1.433 -0.23
C -0.279 -1.062 -5.027 -0.07
C -7.060 0.982 -2.866 -0.09
C -4.862 0.188 0.054 -0.30
Pb -1.262 -2.559 -0.129 0.66
H -5.259 2.946 -0.007 0.11
N 0.665 -0.391 -4.151 -0.20
H 7.804 -1.994 0.328 0.07
C 6.944 -1.768 2.292 -0.28
H -7.027 1.544 0.914 0.09
H 0.914 -2.117 -3.007 0.08
C -4.950 -0.763 2.427 -0.10
C 1.115 -1.011 -3.026 -0.35
O 5.460 -2.664 -0.168 -0.35
H -0.181 -2.154 -4.942 0.09
H 4.449 -4.727 -1.730 0.08
H 6.217 -4.733 -1.414 0.07
Si -2.321 1.457 -0.788 0.41
C 8.074 -1.576 1.311 -0.10
H -0.077 -0.773 -6.063 0.08
O 1.696 -0.434 -2.114 0.00
H -7.791 -0.002 3.131 0.08
H 0.219 1.300 -0.825 0.06
H -2.730 3.507 0.541 0.04
H 6.888 2.613 0.081 0.07
H -3.727 1.288 -2.924 0.03
C -5.613 1.064 -0.945 -0.20
H 0.096 1.626 -3.895 0.07
C 6.092 0.709 -0.606 -0.26
C -6.561 0.959 1.696 -0.12
H 6.677 -2.822 2.465 0.10
Cl 0.705 -4.174 -1.126 -0.41
C -7.169 2.377 -2.790 -0.10
C -2.689 1.076 -2.603 -0.14
H 5.175 -5.953 -0.652 0.07
H 1.448 -0.864 4.892 0.09
C -2.731 3.247 -0.523 -0.17
H 8.319 -0.508 1.220 0.07
H -6.176 -0.763 -1.956 0.12
O 4.918 -0.117 -0.342 -0.33
H -6.665 4.203 -1.693 0.11
H -0.468 1.030 0.810 0.00
C -5.761 2.449 -0.837 -0.08
H 8.948 -2.098 1.720 0.07
C 6.240 1.801 0.438 -0.09
H 0.609 1.944 2.639 0.07
H -7.755 2.900 -3.547 0.09
C 0.569 1.321 3.533 -0.11
H 0.916 1.239 -5.417 0.08
H -4.934 -0.312 3.429 0.08
H 3.062 -0.165 5.301 0.09
H -0.039 0.433 3.328 0.04
N 1.917 0.913 3.881 -0.21
H -6.571 1.059 3.837 0.07
C 2.014 0.074 5.050 -0.09
P 4.710 -1.391 0.631 0.90
H 3.716 0.149 3.169 0.12
C 0.892 1.024 -4.346 -0.05
```

=====

A 3-piece molecular cluster, C26H51ClO6Si overall. Source: OMol25; level of theory: the ωB97M-V functional and the def2-TZVPD basis.

HOMO level: -9.106 eV
F_max: 1.655 eV/A
Kohn-Sham gap: 0.361 Ha
structure (SMILES): CCCC[Si@H](Cc1ccccc1)C[C@H](C)Cl.COCCOCCOC.COCCOCCOC
LUMO level: 0.0259 hartree

XYZ file:
```
85
Properties=species:S:1:pos:R:3:lowdin_charge:R:1
H -2.047 2.348 10.378 0.13
H -2.050 -2.649 -3.944 0.09
Si -0.065 -2.715 -1.501 0.66
H -1.962 -5.428 -2.307 0.06
H 6.061 -0.807 -7.809 0.09
H -3.462 3.039 7.058 0.12
C -2.387 5.959 7.797 -0.11
H 4.161 2.453 -5.481 0.12
H 4.431 -0.756 -8.554 0.09
H 3.110 -0.312 0.569 0.12
H 3.185 1.296 -2.346 0.09
C -2.134 2.647 9.331 -0.18
O 4.612 0.214 -6.734 -0.20
H -0.354 -0.146 7.011 0.09
C 0.128 -5.596 -1.855 -0.78
H -1.010 -3.222 -0.477 0.01
H -3.488 -4.185 -3.451 0.05
H 0.425 -6.376 -2.553 0.09
H -2.156 6.251 6.774 0.09
C 4.101 2.566 -6.565 -0.18
O 2.750 2.658 -7.000 -0.13
H -4.917 -3.203 -3.525 0.07
H 0.546 1.068 6.085 0.09
H -1.881 6.645 8.486 0.09
H -1.510 -6.883 -1.367 0.08
C 1.472 1.775 -5.094 -0.20
H -4.580 1.708 7.338 0.13
H 0.958 1.774 -7.149 0.13
H 1.286 2.831 -4.862 0.13
H 4.658 1.514 -8.345 0.13
C 1.069 -0.932 0.480 -0.29
Cl 1.098 -5.725 -0.339 0.60
H 0.069 -4.209 -3.551 0.08
H 2.771 1.316 2.309 0.11
C -0.389 0.234 1.992 -0.09
H 1.532 -4.210 -2.593 0.07
H -0.691 0.087 5.263 0.08
H -3.069 -2.570 -1.230 0.08
H 2.046 -2.727 -0.124 0.08
H 2.466 2.821 -2.895 0.09
H -4.591 -4.227 -2.081 0.07
H 0.553 1.199 -4.912 0.12
O -1.368 1.590 6.517 -0.20
C -2.289 -1.901 -3.188 -0.27
C 1.919 0.761 1.939 -0.09
C -2.195 4.159 9.291 -0.21
H -2.620 0.108 7.240 0.13
C -0.168 -0.702 1.013 -0.08
H 2.257 0.649 -6.766 0.12
C 2.111 -0.171 0.965 -0.07
H -3.108 0.882 5.703 0.13
C 4.897 1.494 -7.275 -0.21
H 2.026 -1.476 -1.322 0.08
C -2.670 1.059 6.695 -0.21
C 4.983 -0.827 -7.609 -0.11
H -1.428 4.570 9.962 0.13
H -1.395 0.344 2.371 0.11
O 2.491 1.259 -4.254 -0.20
C 0.664 0.965 2.452 -0.11
C -4.157 -3.578 -2.841 -0.11
H 0.471 1.677 3.246 0.10
C 0.439 -4.247 -2.524 -0.30
H 1.417 1.423 -2.492 0.08
H -2.676 -1.047 -3.753 0.10
C -1.002 -1.414 -2.496 -0.27
H -1.210 -0.581 -1.819 0.07
H 4.729 -1.771 -7.130 0.09
C 1.395 -1.975 -0.574 -0.22
H -0.327 -1.031 -3.272 0.07
C -0.425 0.589 6.201 -0.11
H -1.606 -5.357 -0.551 0.05
H -1.022 -1.290 0.692 0.09
H 5.970 1.691 -7.142 0.13
H -3.472 6.024 7.943 0.09
H 4.546 3.531 -6.819 0.13
H -3.184 4.492 9.628 0.13
C 2.375 1.729 -2.929 -0.11
H -1.253 2.272 8.809 0.12
C -3.543 2.028 7.461 -0.18
C 1.863 1.643 -6.550 -0.18
O -1.936 4.636 7.980 -0.20
C -1.341 -5.813 -1.499 -0.15
H -4.170 -1.577 -2.154 0.10
O -3.318 2.013 8.865 -0.13
C -3.414 -2.356 -2.240 -0.25
```

=====

A 6-piece molecular cluster, C26H51N2O18 overall. Source: OMol25; level of theory: the ωB97M-V functional and the def2-TZVPD basis.

HOMO level: -4.687 eV
F_max: 2.038 eV/A
Kohn-Sham gap: 0.245 Ha
total charge: -1
LUMO level: 0.0723 hartree

XYZ file:
```
97
Properties=species:S:1:pos:R:3:lowdin_charge:R:1
H 7.223 3.173 -0.489 0.10
O -4.284 -2.025 -4.390 0.12
N 1.761 -2.376 -1.628 0.08
H -7.184 6.972 -3.822 0.09
C -4.234 2.621 -2.248 -0.01
H 4.069 2.749 -4.082 0.10
C -7.859 6.027 0.446 -0.05
H -5.319 4.388 4.219 0.10
O 1.939 -7.437 2.102 0.02
H 4.361 -0.496 -0.124 0.10
H 3.632 -4.686 3.648 0.08
H -7.221 6.442 -2.137 0.07
H -4.114 1.482 -5.566 0.09
C 5.337 -1.578 1.515 -0.17
H -6.922 5.815 -0.064 0.07
H 1.974 -0.356 -1.383 0.09
C 4.280 0.771 1.663 -0.21
H 3.574 -2.933 3.721 0.08
H 1.996 -10.467 4.980 0.09
H 3.900 1.557 1.010 0.09
H 1.082 -3.074 -1.300 0.04
O -5.096 5.002 -1.475 0.12
H 3.548 4.304 -4.754 0.09
C 2.476 -6.808 0.932 -0.03
C -5.399 4.604 -2.568 -0.62
H -5.188 0.452 -4.609 0.10
H -0.192 0.109 2.245 0.11
O 4.449 -3.806 2.037 -0.19
O -7.625 6.305 1.827 0.01
C -6.309 4.657 4.584 -0.04
C 4.348 -2.685 1.172 -0.24
C 0.162 -1.041 -0.315 -0.12
H 2.913 3.774 -3.187 0.10
C -2.148 -3.049 -3.177 -0.02
H -4.765 2.367 -1.333 0.11
H 1.421 -2.088 1.134 0.10
H -2.293 -3.760 -3.988 0.10
C 3.468 -3.793 3.053 -0.10
C 0.549 -1.444 1.143 -0.27
O 3.542 -9.019 1.949 0.12
C 1.759 0.572 1.749 -0.23
H 5.024 1.259 2.290 0.10
H -2.907 -3.188 -2.410 0.11
H 5.294 -1.343 2.575 0.11
H 3.158 -0.815 2.708 0.08
H 3.605 -10.003 4.398 0.09
O -3.179 -0.072 -4.651 -0.01
C 3.785 3.771 -3.838 -0.04
C 1.387 -1.253 -1.177 -0.28
H 3.502 -6.487 1.107 0.09
O 6.294 4.659 -1.609 0.00
O -2.168 -1.704 -3.671 0.01
H -4.018 1.709 -2.796 0.08
H 6.327 -1.927 1.231 0.11
C 5.283 3.927 -2.079 -0.63
H -4.573 -0.111 -6.190 0.10
O -6.791 4.216 2.028 0.14
O -0.792 -3.417 0.952 -0.10
H 2.530 -10.996 3.374 0.09
H 1.976 0.667 0.675 0.09
C -0.632 -2.345 1.615 -0.69
O 4.823 2.950 -1.557 0.13
C -3.304 -1.343 -4.247 -0.63
H 7.634 4.853 -0.098 0.09
H 1.865 -5.934 0.726 0.10
H -8.310 6.916 0.010 0.09
H -5.749 7.190 -2.814 0.10
H -3.297 3.121 -2.014 0.10
C 3.083 0.237 2.464 -0.18
C 2.574 -10.188 4.102 -0.06
H -1.172 -3.212 -2.731 0.08
O -6.897 5.663 3.757 0.00
H 3.349 -2.260 1.278 0.08
H -0.583 -1.734 -0.695 0.09
C -4.338 0.455 -5.290 -0.06
H 2.460 -3.789 2.636 0.09
O -1.353 -1.939 2.552 -0.05
C -7.074 5.286 2.491 -0.62
C -6.595 6.537 -3.019 -0.04
H 6.065 4.197 0.406 0.10
N 0.688 -0.345 2.065 -0.02
H -8.552 5.193 0.334 0.10
H -6.218 5.083 5.579 0.09
C 4.953 -0.285 0.765 -0.19
H 3.064 0.768 3.415 0.10
H 5.894 0.152 0.430 0.09
C 6.826 4.180 -0.372 -0.04
C 2.582 -8.528 2.484 -0.63
H -0.185 -0.014 -0.389 0.11
H 2.426 -7.482 0.078 0.10
O -5.048 3.440 -3.100 0.01
O 1.979 -9.004 3.579 0.00
H 4.453 -3.004 0.138 0.13
O -6.149 5.258 -3.462 0.01
O 4.874 4.467 -3.227 0.00
H 1.461 1.568 2.077 0.12
H -6.945 3.775 4.629 0.10
```

=====

A 9-piece molecular cluster, C26H51NO8 overall. Source: OMol25; level of theory: the ωB97M-V functional and the def2-TZVPD basis.

HOMO level: -9.157 eV
F_max: 2.135 eV/A
Kohn-Sham gap: 0.339 Ha
structure (SMILES): CC(C)=O.CC(C)=O.CC(C)=O.CC(C)=O.CC(C)=O.CC(C)=O.CC(C)=O.CC(C)=O.CC#N
LUMO level: 0.0028 hartree
energy relative to the best compared isomer or geometry (same formula, charge and spin): 12.1 kcal/mol

XYZ file:
```
86
Properties=species:S:1:pos:R:3:lowdin_charge:R:1
H -2.954 0.390 1.324 0.05
H -5.379 1.991 -1.162 0.09
H -4.750 0.392 1.771 0.09
C -2.930 -0.905 -3.989 -0.03
H -3.704 -1.887 3.430 0.08
C -3.861 0.969 1.521 -0.02
H 1.546 -1.077 -1.422 0.08
C -1.596 1.207 -4.627 -0.02
H 2.672 -1.744 4.219 0.09
H 3.923 -0.528 4.226 0.09
C 2.095 3.150 -3.480 -0.02
H -1.216 0.324 4.709 0.08
H 0.271 0.479 3.707 0.08
H -3.452 -0.865 -3.028 0.08
H 2.996 -3.591 2.397 0.09
H 0.991 0.256 -2.635 0.06
C 3.934 -1.715 2.479 -0.53
H 3.781 -3.079 0.856 0.09
H 4.250 0.701 -0.173 0.09
H 3.034 1.666 -5.647 0.09
H 2.907 3.777 1.394 0.08
H -3.600 2.001 -1.579 0.08
H 3.875 0.442 -4.756 0.09
C -0.327 -0.099 -1.033 -0.45
C -0.858 -3.930 -2.543 -0.26
N -1.336 -3.210 -1.788 0.16
O -1.232 2.909 4.963 0.07
H -3.497 1.510 2.400 0.08
H 4.409 0.088 1.528 0.06
H 1.200 2.688 -3.041 0.09
C -1.587 -2.741 5.027 -0.02
C 3.731 0.440 0.747 0.01
H -0.175 -5.864 -3.107 0.08
O 2.291 1.587 2.220 0.02
C 3.105 2.066 -3.509 -0.52
O -4.191 3.164 0.776 0.06
O 5.073 -1.442 2.213 0.04
C -0.277 3.146 2.795 -0.01
H -0.734 -2.283 5.514 0.08
H -2.742 -1.735 1.889 0.05
H -1.601 1.996 -5.374 0.08
H -1.579 -3.809 5.262 0.09
C -0.742 0.845 3.877 -0.02
C 3.051 1.682 1.276 -0.45
H 2.236 -2.364 1.307 0.06
O 3.874 1.905 -2.589 0.07
H 2.490 -0.305 3.127 0.05
C -0.848 2.336 3.968 -0.48
C -4.175 1.993 0.457 -0.49
H -0.258 2.505 1.916 0.05
H 2.125 0.551 -4.757 0.07
H -2.503 -2.355 5.488 0.08
C -4.389 1.573 -0.968 -0.02
C -2.937 -2.308 2.787 -0.01
H -1.072 3.880 2.631 0.09
H -4.354 0.488 -1.055 0.07
H 0.661 3.627 3.037 0.08
H -0.978 -1.075 0.871 0.06
C -2.906 0.418 -4.707 -0.49
H -0.952 -4.857 -4.397 0.08
H -1.306 0.503 3.001 0.05
H 0.739 -0.862 0.581 0.05
H 1.778 3.554 -4.438 0.09
C 3.177 -1.008 3.595 0.00
H -0.159 0.521 1.044 0.06
H -1.593 1.593 -3.607 0.06
O -3.837 0.765 -5.384 0.07
H 0.307 -1.321 -2.623 0.06
C 3.041 1.142 -4.685 -0.03
H 2.784 3.057 -0.297 0.07
H -1.956 -1.321 -3.731 0.04
C -0.243 -0.392 0.460 0.00
H -0.774 0.513 -4.785 0.07
H 2.987 -0.349 0.673 0.06
H 4.304 3.135 0.345 0.09
H 2.426 3.950 -2.820 0.09
H -3.179 -3.325 2.456 0.10
C 0.757 -0.570 -1.968 0.00
C 3.168 -2.771 1.700 -0.01
C -0.303 -4.870 -3.523 -0.06
O -1.193 0.640 -1.474 0.03
O -0.583 -2.298 2.951 0.03
C -1.634 -2.505 3.536 -0.48
H 0.677 -4.548 -3.876 0.08
C 3.268 3.044 0.687 0.00
H -3.485 -1.653 -4.557 0.09
```

=====

C26H52BBrCl22O2P as an isolated structure. Source: OMol25; level of theory: the ωB97M-V functional and the def2-TZVPD basis.

HOMO level: -4.845 eV
F_max: 8.221 eV/A
Kohn-Sham gap: 0.238 Ha
total charge: -1
LUMO level: 0.0603 hartree

XYZ file:
```
105
Properties=species:S:1:pos:R:3:lowdin_charge:R:1
Cl -0.186 -0.749 9.167 0.48
C 0.592 0.675 8.466 -1.02
P -1.967 0.278 -4.262 0.67
H 1.632 0.707 8.793 0.03
H -3.562 3.135 0.885 0.10
Cl 3.689 -1.995 -3.232 0.52
C 9.315 -1.492 1.310 -1.02
H 7.104 0.475 -0.435 0.05
Cl -1.260 -3.673 1.235 0.65
C -1.448 -4.842 2.552 -1.02
Cl 9.309 -1.714 -0.443 0.50
Cl 0.091 -5.123 3.378 0.49
C -0.288 -0.790 -0.576 -0.32
H -2.171 -4.452 3.270 0.00
Cl -2.342 -7.641 1.295 0.55
C -0.212 -1.658 0.426 -0.27
H -2.493 0.708 0.335 0.10
C -1.986 6.436 -3.871 -1.01
H 0.143 0.296 -2.529 0.08
O 4.955 0.356 -0.751 -0.24
H -0.687 1.325 -1.131 0.08
H 1.602 4.324 0.857 0.10
H 6.175 2.047 -0.071 0.10
H 0.742 2.793 0.271 0.10
H -6.431 0.968 -7.251 0.02
H -2.345 1.563 6.871 -0.01
H -0.122 4.849 -1.731 0.08
O -3.262 -0.063 -5.060 -0.57
Cl -7.863 -0.668 -6.331 0.47
Cl -3.352 5.316 -3.891 0.54
C -0.067 4.801 -0.586 -0.21
C -6.496 0.455 -6.292 -1.03
H -4.675 -8.670 5.476 0.03
Cl -2.020 -6.100 -1.162 0.53
H -0.438 -2.184 1.462 -0.07
H 0.071 1.569 8.809 0.03
Cl -5.460 -6.641 6.386 0.50
C -4.995 -7.715 5.061 -0.99
H 2.747 -3.697 -1.889 0.03
H -4.333 0.687 0.217 0.11
Cl 9.001 0.193 1.742 0.52
H -1.068 5.872 -3.711 0.02
C -1.638 -4.264 7.260 -1.00
H -2.532 -3.896 7.764 0.03
H -3.585 1.581 -2.558 0.09
H 6.744 -1.112 -5.089 0.03
H -4.584 2.984 -0.650 0.11
C -3.413 0.697 -1.823 -0.24
H 4.715 0.222 -2.918 0.04
H -3.058 4.411 -1.608 0.04
Cl -6.691 1.655 -5.011 0.49
C -3.311 1.867 6.469 -1.04
H -0.767 -0.300 -4.800 -0.01
C -0.668 0.329 -1.699 -0.21
Cl -2.159 7.632 -2.580 0.49
H 1.926 4.279 -2.207 0.11
H -4.334 0.001 -1.979 0.10
C 2.263 3.757 -1.223 -0.21
H -5.855 -7.865 4.409 0.03
H 5.967 0.588 1.085 0.09
H 10.291 -1.782 1.701 0.02
H -1.827 1.730 -4.340 0.00
H -0.982 -4.751 7.982 0.03
H -1.966 -8.442 -0.893 0.03
H 1.997 1.880 -2.458 0.10
H -1.895 3.002 -1.854 0.10
H 7.404 -0.384 -6.576 0.02
C -3.370 1.131 -0.269 -0.20
H 6.158 1.193 -2.275 0.06
Cl 7.003 1.226 -4.898 0.53
C -2.458 3.587 -1.045 -0.23
Cl 5.052 -0.250 -6.487 0.50
H 8.541 -2.120 1.750 0.03
H 0.158 5.848 -0.127 0.11
C 4.248 2.360 -2.215 -0.16
Cl 1.936 -1.701 -0.924 0.68
C -3.540 2.733 -0.199 -0.21
C 5.051 0.948 -2.093 -0.27
Cl -2.114 -5.440 6.030 0.48
Cl 0.547 0.626 6.700 0.52
C 1.133 3.819 -0.066 -0.19
H 1.529 -2.896 -2.917 0.03
C 2.717 2.253 -1.641 -0.18
H 2.651 1.509 -0.757 0.11
Cl -3.314 1.604 4.722 0.51
H -3.608 -7.778 -0.692 0.03
C -1.508 4.360 0.007 -0.22
C 2.398 -2.740 -2.277 -0.94
C 6.670 -0.272 -5.779 -1.02
H -1.939 6.953 -4.829 0.02
Cl -3.586 3.570 6.861 0.49
H 4.873 3.119 -1.595 0.09
Cl -0.782 -2.896 6.538 0.49
H 4.244 2.766 -3.298 0.11
Br -2.373 -2.157 -2.287 0.57
C -2.553 -7.631 -0.462 -0.98
H -1.354 3.729 0.952 0.10
B -2.106 -0.130 -2.356 -1.23
H -2.072 5.334 0.302 0.11
H -1.808 -5.789 2.141 -0.13
C 6.098 0.894 -0.021 -0.16
Cl -3.670 -7.028 4.113 0.49
H -5.578 -0.108 -6.111 0.01
H 3.222 4.299 -0.872 0.10
H -4.103 1.269 6.919 0.03
```